[1]
{"formula": "C19H31InLiN2O2PS", "method": "wB97M-V/def2-TZVPD", "species": ["In", "S", "P", "O", "O", "N", "N", "C", "C", "C", "C", "C", "C", "C", "C", "C", "C", "C", "C", "C", "C", "C", "C", "C", "C", "C", "Li", "H", "H", "H", "H", "H", "H", "H", "H", "H", "H", "H", "H", "H", "H", "H", "H", "H", "H", "H", "H", "H", "H", "H", "H", "H", "H", "H", "H", "H", "H", "H"], "coordinates": [[-2.3868, 0.2941, 1.2364], [2.6026, -1.6429, -3.1459], [-1.6645, 0.5970, -1.1818], [-4.2443, 1.0702, 1.6611], [3.2358, -1.2822, -0.5613], [3.5324, 0.5204, -1.8029], [3.8278, 0.8360, -0.4703], [-0.9301, 1.6266, 2.2247], [0.4279, 1.2731, 2.3137], [1.3990, 2.2136, 2.6640], [0.8589, 1.2961, -2.2424], [3.6506, -0.2472, 0.1979], [0.7855, -3.0759, 0.2750], [-0.3027, 3.8767, 3.0079], [-2.2501, -1.8209, 1.7724], [-3.5010, 2.7843, -1.5687], [-2.8985, 1.5305, -2.1867], [1.0554, 3.5303, 2.9987], [2.4144, -3.3171, -2.4415], [0.2786, -2.0008, 1.2421], [0.2547, -2.8721, -1.1398], [-0.8794, -2.3552, 2.1784], [3.1757, -0.7343, -1.7917], [-1.2615, 2.9368, 2.6100], [-0.1837, 1.7221, -1.2115], [0.9574, -3.7092, -2.1933], [1.6909, 2.4729, 0.5634], [-2.9678, -2.0497, 2.5577], [1.8154, 4.2577, 3.2390], [0.7485, 0.2797, 2.0246], [0.2535, 1.6521, -0.2023], [-4.2158, 2.5401, -0.7890], [0.9488, -4.7558, -1.8824], [-3.6698, 0.8095, -2.4481], [0.3766, 0.9769, -3.1626], [3.0074, -3.3868, -1.5390], [0.0241, -1.1195, 0.6487], [-2.6031, -2.3455, 0.8818], [-2.7227, 3.4170, -1.1493], [3.8101, -0.4013, 1.2490], [-2.4017, 1.7901, -3.1225], [1.5743, 2.0836, -2.4720], [0.4044, -3.6594, -3.1294], [-0.5937, 4.8807, 3.2768], [1.1244, -1.7120, 1.8719], [-4.8239, 0.9182, 0.9117], [2.4485, 1.9197, 2.6427], [-4.0345, 3.3717, -2.3165], [2.8742, -3.9822, -3.1664], [-0.4570, 2.7682, -1.3672], [-0.6376, -2.0055, 3.1814], [-0.9375, -3.4438, 2.2543], [1.3883, 0.4225, -1.8755], [-0.8076, -3.1107, -1.1563], [1.8581, -2.9995, 0.2466], [0.5372, -4.0727, 0.6370], [0.3290, -1.8176, -1.4044], [-2.2955, 3.2514, 2.5517]], "atomic_forces_ev_per_a": [[-0.2, 0.1, 0.3], [0.2, -0.1, -0.1], [0.1, -0.8, -0.4], [0.2, 0.0, -0.1], [0.2, 0.1, 0.3], [0.4, -0.8, 0.3], [-0.4, -0.2, -0.1], [0.1, 0.1, 0.3], [-0.2, 0.6, -0.2], [0.3, 0.2, 0.2], [-0.6, -0.2, 0.1], [0.0, 0.3, 0.1], [-0.4, 0.2, -0.2], [0.3, -0.5, -0.3], [0.0, 0.1, -0.2], [-0.2, 0.0, -0.2], [0.1, 0.3, 0.1], [-0.5, -0.3, -0.2], [-0.2, -0.1, 0.0], [0.4, -0.1, 0.2], [0.0, -0.2, 0.1], [-0.3, -0.1, -0.1], [0.6, 0.5, -0.4], [0.4, 0.1, 0.0], [0.2, 0.4, 0.0], [0.1, 0.0, 0.1], [0.0, 0.0, -0.3], [-0.1, 0.1, 0.1], [0.1, 0.0, 0.1], [0.0, 0.0, 0.2], [-0.3, -0.1, 0.0], [0.1, 0.0, 0.3], [0.1, -0.1, 0.0], [-0.1, -0.1, 0.0], [-0.1, 0.1, -0.2], [0.1, 0.1, 0.1], [-0.1, 0.1, 0.0], [0.0, -0.1, -0.1], [0.0, 0.1, 0.2], [0.0, -0.1, 0.1], [0.1, 0.0, -0.2], [0.2, 0.0, 0.0], [0.0, 0.0, -0.1], [-0.1, 0.1, 0.0], [0.1, 0.0, 0.0], [-0.2, 0.0, 0.0], [0.1, 0.0, 0.3], [0.0, 0.1, -0.1], [0.0, 0.0, -0.1], [-0.2, 0.1, 0.1], [0.0, 0.1, 0.1], [0.1, -0.2, 0.1], [-0.5, 0.4, -0.1], [-0.2, 0.1, -0.1], [0.5, -0.2, 0.0], [0.0, -0.1, 0.1], [-0.1, 0.1, -0.1], [-0.1, 0.0, 0.1]], "mulliken_charge": [1.2010, -0.1049, -0.1582, -0.8259, -0.1471, -0.4510, -0.4839, -0.3049, -0.1912, -1.0397, -0.4700, 0.0492, -0.7345, -0.4424, -1.3415, -0.9254, -0.5155, -0.3145, -0.7143, 0.9992, 0.3889, -1.1125, 0.5315, -0.7137, 1.0312, -1.0222, 0.9417, 0.4725, 0.4282, 0.4797, -2.0298, 0.1905, 0.3799, 0.3727, 0.2952, 0.3922, -1.1297, 0.2736, 0.1924, 0.5032, 0.3038, 0.4295, 0.3849, 0.4043, 0.4711, 0.1874, 0.7107, 0.3897, 0.5150, 0.7127, 0.3432, 0.4050, -0.3917, 0.4081, 0.3504, 0.4355, -0.4664, 0.4569], "e_tot_ha": -1939.68867}

***

[2]
{"formula": "C25H32N2O3", "method": "wB97M-V/def2-TZVPD", "species": ["O", "O", "O", "N", "N", "C", "C", "C", "C", "C", "C", "C", "C", "C", "C", "C", "C", "C", "C", "C", "C", "C", "C", "C", "C", "C", "C", "C", "C", "C", "H", "H", "H", "H", "H", "H", "H", "H", "H", "H", "H", "H", "H", "H", "H", "H", "H", "H", "H", "H", "H", "H", "H", "H", "H", "H", "H", "H", "H", "H", "H", "H"], "coordinates": [[4.2325, 1.9518, -0.6058], [2.6251, -0.7918, -3.3509], [-8.1797, -0.9853, 0.9583], [-2.7867, -0.2439, 1.4860], [-0.1606, -0.8635, 0.6483], [0.2429, 0.1482, -1.5387], [2.2260, 1.6079, -1.8803], [1.7574, 0.2631, -1.2854], [-0.4068, -1.0014, -0.7746], [8.2557, 2.5147, 0.2020], [-5.9748, -1.7411, 1.0274], [-3.4915, -3.8328, 0.9373], [-5.0231, 0.8837, 1.4451], [-4.6111, -1.5061, 1.1631], [1.9742, 0.2412, 0.2334], [5.9827, 2.2277, 0.9111], [-0.9145, -1.8440, 1.4156], [5.5666, 2.1370, -0.4190], [1.2630, -0.9222, 0.9178], [2.5221, -0.9005, -1.9503], [-6.8508, -0.6694, 1.1008], [-2.3748, -1.5458, 1.3336], [-3.4604, -2.3551, 1.1346], [7.3142, 2.4154, 1.2151], [6.5115, 2.2372, -1.4342], [-9.1303, 0.0441, 1.0371], [-4.1452, -0.1851, 1.3750], [7.8467, 2.4247, -1.1150], [3.7345, 1.8396, -1.9239], [-6.3741, 0.6322, 1.3068], [0.0379, 0.0294, -2.6059], [3.0383, 0.1993, 0.4603], [3.5499, -0.9223, -1.5816], [-0.5879, -1.7700, 2.4596], [1.7384, -0.8190, -3.7260], [-7.0614, 1.4614, 1.3615], [9.2982, 2.6614, 0.4398], [1.5800, 1.1698, 0.6490], [1.8696, 1.6782, -2.9101], [-9.1070, 0.5448, 2.0114], [-4.1230, -4.0839, 0.0864], [-2.4931, -4.2249, 0.7601], [-2.1500, 0.5275, 1.5847], [8.5716, 2.5007, -1.9124], [-10.0982, -0.4385, 0.9071], [-0.7208, -2.8764, 1.0772], [-4.6672, 1.8908, 1.6051], [-3.9039, -4.3272, 1.8172], [7.6211, 2.4846, 2.2483], [-6.3676, -2.7325, 0.8696], [2.0559, -1.8571, -1.6839], [4.2284, 1.0213, -2.4591], [-0.2290, 1.0778, -1.2152], [5.2365, 2.1492, 1.6866], [-1.4874, -0.9780, -0.9392], [-8.9911, 0.7876, 0.2443], [1.4098, -0.8394, 1.9985], [-0.0378, -1.9747, -1.1484], [1.6991, -1.8844, 0.5944], [3.9268, 2.7745, -2.4709], [6.2217, 2.1713, -2.4711], [1.7718, 2.4184, -1.3078]], "atomic_forces_ev_per_a": [[0.0, 0.0, 0.2], [-0.1, 0.1, -0.5], [0.3, -0.2, 0.0], [0.4, 0.1, 0.1], [0.0, -0.1, 0.1], [0.2, -0.3, 0.1], [0.4, -0.2, 0.2], [0.1, 0.2, -0.2], [-0.1, 0.2, -0.2], [0.2, 0.0, -0.1], [-0.1, 0.2, 0.0], [0.0, 0.2, 0.1], [0.2, 0.0, 0.0], [0.0, 0.5, 0.1], [0.0, -0.4, 0.0], [-0.2, 0.0, -0.1], [0.0, 0.0, 0.0], [0.2, 0.0, 0.2], [0.1, 0.2, 0.1], [-0.2, 0.0, 0.5], [0.0, -0.2, 0.0], [-0.1, -0.3, 0.0], [0.4, 0.0, 0.0], [0.0, 0.0, 0.0], [-0.3, -0.1, -0.2], [-0.1, 0.1, 0.0], [-0.6, -0.2, 0.0], [0.1, 0.0, 0.1], [-0.3, 0.1, -0.5], [-0.3, 0.0, 0.0], [0.0, 0.1, -0.1], [0.0, 0.0, 0.0], [0.0, 0.0, 0.1], [0.0, -0.1, -0.1], [0.1, 0.0, 0.0], [-0.1, 0.1, 0.0], [0.1, 0.0, 0.0], [0.0, 0.1, 0.1], [0.0, 0.1, 0.0], [0.0, 0.0, 0.0], [0.0, -0.1, -0.1], [0.0, -0.1, 0.0], [0.0, 0.0, -0.1], [0.0, 0.0, -0.1], [0.0, 0.1, 0.0], [0.0, 0.1, 0.1], [0.0, 0.1, 0.0], [0.0, -0.1, 0.0], [0.0, 0.0, 0.1], [-0.1, -0.2, 0.0], [0.1, 0.1, 0.0], [0.0, 0.1, 0.0], [-0.1, 0.1, -0.1], [-0.1, 0.0, 0.1], [0.1, -0.1, 0.0], [0.0, 0.0, 0.0], [0.0, -0.1, 0.0], [-0.1, 0.0, 0.1], [0.0, 0.0, 0.1], [0.1, -0.1, 0.0], [-0.1, 0.0, -0.1], [-0.1, 0.1, 0.0]], "mulliken_charge": [-0.1656, -0.5163, -0.4410, -0.0029, 0.3549, -1.2982, -1.5653, 1.7843, -0.6070, -0.5056, -0.6456, -1.6765, -1.4517, 1.2168, -0.8721, -0.4079, -1.1261, 0.5861, -0.9199, -1.6318, 0.7860, 0.5307, 0.3569, -0.4685, -0.2983, -0.8776, -0.6904, -0.6308, -0.8714, -0.2401, 0.5383, 0.3683, 0.4642, 0.3688, 0.3792, 0.3975, 0.3754, 0.4407, 0.3697, 0.3453, 0.3751, 0.3796, 0.2519, 0.3486, 0.2431, 0.1881, 0.3793, 0.2950, 0.3628, 0.4623, 0.4948, 0.5532, 0.3528, 0.3904, 0.4775, 0.3395, 0.4474, 0.1862, 0.3323, 0.4867, 0.3732, 0.5279], "smiles": "COc1ccc2[nH]c(CN3CCC(CO)(CCOc4ccccc4)CC3)c(C)c2c1", "relative_energy_ev": 1.9950, "e_tot_ha": -1307.06491}

***

[3]
{"formula": "C25H37ClN2O2SiY", "method": "wB97M-V/def2-TZVPD", "species": ["Y", "Cl", "Si", "O", "O", "N", "N", "C", "C", "C", "C", "C", "C", "C", "C", "C", "C", "C", "C", "C", "C", "C", "C", "C", "C", "C", "C", "C", "C", "C", "C", "C", "H", "H", "H", "H", "H", "H", "H", "H", "H", "H", "H", "H", "H", "H", "H", "H", "H", "H", "H", "H", "H", "H", "H", "H", "H", "H", "H", "H", "H", "H", "H", "H", "H", "H", "H", "H", "H"], "coordinates": [[0.8439, -1.1724, -0.8243], [-0.4279, -4.1144, 0.4891], [1.3514, -2.1768, 3.6267], [-3.8982, -1.6948, -1.0081], [3.4846, 2.2301, -1.7110], [-2.0502, -0.6227, -0.3133], [2.1120, 0.8166, -0.6677], [3.7061, 2.4979, -0.2802], [1.6527, 2.4760, 1.1169], [-3.5507, 0.8283, -3.8321], [-3.6712, 1.0399, 0.5812], [-2.0678, 0.8549, -3.6359], [2.6170, 1.2573, -1.8064], [0.7076, 0.8536, -3.2879], [-2.1251, -1.5038, -2.6515], [3.3469, 0.6375, 1.4090], [0.4596, -2.7110, 0.8251], [-1.4148, -0.2473, -3.0614], [-4.1723, -1.3623, 0.3926], [0.0860, 1.9770, -3.8657], [0.9071, 3.1423, -4.3197], [1.6370, -0.5162, 4.4310], [-2.6795, -1.2597, -1.2765], [-0.0598, -3.0399, 4.5068], [-1.2948, 1.9537, -4.0054], [2.2039, 0.7412, -3.1624], [-3.0816, -0.3524, 0.7321], [2.8843, -3.2428, 3.8073], [-2.5024, -0.5469, 2.1152], [-0.0869, -0.1259, -2.7588], [0.9485, -1.9842, 1.8132], [2.7007, 1.6076, 0.4427], [-2.8951, 1.8023, 0.6920], [-0.8243, -2.3196, 4.8288], [2.8776, -4.0355, 3.0457], [-2.9625, -1.7708, -3.3090], [0.8809, 1.8920, 1.6347], [3.7212, 1.1992, 2.2749], [2.6304, -0.1332, 1.7368], [2.4050, 0.0849, 3.9217], [1.9737, -0.7484, 5.4572], [-4.1631, 1.1662, -0.3944], [4.1775, 0.1279, 0.9015], [-1.4249, -2.3555, -2.5617], [-3.3206, -0.5520, 2.8452], [1.1711, 3.1399, 0.3852], [-3.8822, -0.1058, -4.2966], [0.2764, 3.9196, -4.7571], [-1.7930, 2.8037, -4.4722], [-4.0974, -2.2933, 0.9712], [2.5348, -0.3124, -3.2098], [-3.8770, 1.6494, -4.4745], [0.3368, -3.5442, 5.4015], [-5.2009, -0.9807, 0.4265], [2.7166, 1.3372, -3.9268], [2.1787, 3.0979, 1.8547], [4.7516, 2.2420, -0.0570], [3.7943, -2.6383, 3.6802], [1.6307, 2.8395, -5.0871], [-0.5342, -3.7921, 3.8623], [3.5289, 3.5740, -0.1600], [2.8819, -3.6961, 4.8103], [1.4681, 3.5890, -3.4883], [-1.8200, 0.2744, 2.3555], [-1.9613, -1.4955, 2.1620], [2.0709, -2.3844, 0.1724], [0.6951, 0.0528, 4.4694], [-4.0846, 0.9433, -2.8802], [-4.4270, 1.1822, 1.3642]], "atomic_forces_ev_per_a": [[-0.4, -0.9, 3.0], [-1.3, -2.8, 0.4], [-0.9, -0.2, -2.5], [-1.3, -0.2, 0.2], [1.2, 0.9, 0.0], [-1.3, -0.5, -1.9], [0.9, 1.2, -2.0], [0.4, 0.2, -0.8], [-0.2, 0.2, 0.2], [-0.4, 0.3, -0.2], [0.1, 0.4, -0.2], [0.1, -0.7, 0.0], [-1.7, -1.4, 2.3], [-1.2, 1.3, -0.5], [-0.5, -0.1, 0.8], [0.4, 0.1, 0.2], [0.9, 3.7, -0.5], [-0.3, 1.3, -0.6], [0.0, -0.7, -0.5], [0.6, -0.5, 0.0], [0.0, 0.4, -0.3], [0.1, 0.1, 0.5], [1.7, 1.2, 2.1], [-0.1, -0.2, 0.7], [-0.3, 0.2, -0.1], [0.6, 0.5, 0.6], [0.3, -0.4, -0.1], [0.2, 0.0, 0.2], [-0.2, -0.1, 0.2], [1.3, -2.4, -0.6], [-0.8, 0.1, 1.5], [-0.3, -0.5, -0.3], [-0.1, 0.0, -0.1], [0.1, -0.2, -0.1], [0.0, 0.2, 0.2], [0.3, -0.1, 0.1], [0.2, 0.0, -0.2], [0.1, -0.1, 0.0], [0.1, 0.2, -0.2], [-0.3, -0.2, 0.2], [-0.1, 0.4, -0.1], [0.2, 0.0, 0.2], [-0.1, 0.0, 0.2], [-0.3, 0.3, -0.3], [0.1, 0.0, 0.1], [0.0, -0.2, 0.1], [0.0, 0.1, 0.1], [0.0, 0.0, 0.0], [0.1, 0.0, 0.1], [0.0, 0.2, -0.1], [-0.2, 0.4, -0.2], [0.0, 0.0, 0.0], [-0.3, 0.0, 0.0], [0.3, 0.0, 0.1], [0.1, -0.3, 0.2], [-0.2, 0.0, 0.0], [-0.3, 0.1, -0.1], [-0.1, -0.2, 0.0], [0.0, 0.1, 0.1], [0.2, 0.2, 0.1], [0.1, -0.3, 0.1], [0.2, 0.0, -0.2], [0.0, -0.1, -0.2], [0.0, -0.2, 0.0], [0.1, 0.2, 0.1], [1.9, -0.8, -2.0], [0.3, -0.1, 0.0], [0.1, -0.1, -0.1], [0.1, 0.1, -0.1]], "mulliken_charge": [-0.2819, -0.3078, 0.1360, -0.4295, -0.4239, 0.2028, 0.3244, -0.8039, -1.6830, -1.6945, -1.6017, 1.4632, 0.5693, 0.4311, -1.7463, -1.0660, -0.4584, 0.0843, -0.7181, 1.2185, -1.7629, -0.8406, 0.6007, -1.0635, -1.2521, -1.6708, 1.5907, -1.1367, -1.7408, 0.4436, 0.3842, 1.4338, 0.2903, 0.2443, 0.3219, 0.3208, 0.1158, 0.5087, -0.5239, 0.1736, 0.3396, 0.2755, 0.4203, 0.3534, 0.4105, 0.4184, 0.3051, 0.3924, 0.2324, 0.3563, 0.3074, 0.4490, 0.3922, 0.2774, 0.3910, 0.4626, 0.3114, 0.2807, 0.3312, 0.2506, 0.3329, 0.3100, 0.2250, 0.2742, 0.2372, 0.1901, 0.2134, 0.1586, 0.4494], "charge": -1, "relative_energy_ev": 0.0000, "e_tot_ha": -2022.70034}

***

F_max values, unit eV/A, following the record order: 0.94; 0.62; 3.85.